No. 1
64
Properties=species:S:1:pos:R:3:lowdin_charge:R:1 method="wB97M-V/def2-TZVPD" fmax_ev_per_a=1.01 smiles="CC[C@H](C(=O)NC[C@H]1CCCO1)N(Cc1ccccc1)C(=O)CNS(=O)(=O)c1ccccc1" e_lumo_ev=0.47 charge=0 e_above_lowest_kj_mol=85.3 homo_lumo_gap_ha=0.3535 spin_multiplicity=1
C 3.76 2.72 -1.99 -0.088
C 2.79 2.61 -0.82 -0.192
C 1.97 1.32 -0.91 -0.196
C 0.94 1.36 -2.05 -0.456
O 0.80 2.32 -2.78 0.068
N 0.20 0.24 -2.15 0.092
C -0.87 0.13 -3.11 -0.106
C -0.96 -1.28 -3.71 -0.314
C 0.36 -1.82 -4.27 -0.121
C 0.19 -3.32 -4.07 -0.145
C -0.57 -3.37 -2.75 -0.186
O -1.39 -2.21 -2.72 -0.126
N 1.27 1.04 0.35 -0.012
C 0.00 1.71 0.58 -0.088
C -0.11 2.33 1.95 -0.221
C 0.96 3.02 2.51 -0.029
C 0.86 3.59 3.76 -0.073
C -0.33 3.49 4.47 -0.089
C -1.40 2.81 3.92 -0.078
C -1.29 2.23 2.67 -0.048
C 1.76 0.07 1.14 -0.466
O 2.85 -0.45 0.95 0.067
C 0.91 -0.43 2.31 -0.131
N 0.98 -1.87 2.36 -0.105
S 0.20 -2.53 1.03 0.694
O 0.45 -3.94 1.01 -0.262
O 0.51 -1.78 -0.17 -0.302
C -1.51 -2.20 1.43 -0.274
C -1.93 -2.35 2.74 -0.060
C -3.26 -2.07 3.05 -0.064
C -4.13 -1.66 2.06 -0.072
C -3.70 -1.53 0.75 -0.058
C -2.37 -1.80 0.43 -0.044
H 4.35 3.63 -1.90 0.072
H 3.22 2.76 -2.93 0.068
H 4.44 1.87 -2.00 0.077
H 3.35 2.60 0.12 0.111
H 2.12 3.47 -0.83 0.115
H 2.65 0.48 -1.07 0.157
H 0.33 -0.53 -1.49 0.098
H -0.68 0.86 -3.90 0.129
H -1.83 0.36 -2.63 0.130
H -1.73 -1.25 -4.50 0.151
H 0.51 -1.53 -5.31 0.120
H 1.19 -1.45 -3.67 0.116
H 1.14 -3.85 -4.01 0.114
H -0.41 -3.75 -4.88 0.114
H -1.22 -4.24 -2.66 0.125
H 0.11 -3.35 -1.89 0.097
H -0.07 2.51 -0.17 0.145
H -0.84 1.03 0.41 0.127
H 1.89 3.10 1.95 0.107
H 1.70 4.12 4.18 0.105
H -0.42 3.94 5.45 0.101
H -2.33 2.73 4.47 0.103
H -2.13 1.70 2.25 0.113
H 1.29 -0.01 3.25 0.146
H -0.14 -0.17 2.21 0.095
H 1.95 -2.19 2.36 0.116
H -1.23 -2.67 3.48 0.116
H -3.60 -2.18 4.07 0.107
H -5.16 -1.45 2.31 0.106
H -4.38 -1.22 -0.02 0.110
H -2.01 -1.72 -0.59 0.094



No. 2
66
Properties=species:S:1:pos:R:3:lowdin_charge:R:1 method="wB97M-V/def2-TZVPD" fmax_ev_per_a=2.14 e_lumo_ev=0.55 charge=0 homo_lumo_gap_ha=0.3296 spin_multiplicity=1
Sc -0.42 -1.65 -0.81 1.061
N 0.05 -1.45 1.44 -0.006
C 1.17 -0.96 2.33 -0.187
C 2.43 -1.83 2.30 -0.178
C 3.28 -1.64 1.05 -0.180
C 2.83 -2.47 -0.16 -0.207
N 1.93 -1.72 -1.10 -0.025
H -0.73 -0.90 1.69 0.026
H -0.26 -2.38 1.75 0.067
H 0.72 -0.92 3.30 0.108
H 1.42 0.08 2.08 0.099
H 2.18 -2.91 2.42 0.120
H 3.02 -1.60 3.23 0.125
H 4.27 -1.96 1.18 0.089
H 3.38 -0.55 0.78 0.125
H 2.32 -3.36 0.15 0.092
H 3.70 -2.75 -0.74 0.110
H 1.81 -2.30 -1.97 0.120
H 2.40 -0.87 -1.42 0.079
O 1.76 -0.07 -3.52 0.028
C 0.65 0.12 -3.00 -0.731
O -0.13 -0.81 -2.61 -0.159
C 0.25 1.50 -2.68 -0.225
P 0.02 1.60 -0.84 1.099
C 1.51 2.20 -0.10 -0.389
C 2.68 2.10 -0.86 -0.109
C 3.87 2.47 -0.32 -0.096
C 3.96 3.02 0.96 -0.059
C 2.77 3.10 1.75 -0.080
C 1.57 2.69 1.23 -0.116
C -1.27 2.89 -0.65 -0.331
C -0.98 4.26 -0.45 -0.092
C -1.98 5.16 -0.20 -0.089
C -3.31 4.74 -0.14 -0.079
C -3.63 3.40 -0.30 -0.076
C -2.61 2.52 -0.56 -0.106
H -0.69 1.72 -3.20 0.112
H 0.95 2.16 -3.14 0.090
H 2.65 1.80 -1.89 0.089
H 4.74 2.36 -0.97 0.112
H 4.92 3.40 1.29 0.097
H 2.81 3.54 2.75 0.108
H 0.62 2.83 1.76 0.118
H 0.02 4.64 -0.45 0.101
H -1.68 6.19 -0.02 0.111
H -4.09 5.47 0.11 0.109
H -4.63 2.98 -0.19 0.106
H -2.84 1.48 -0.64 0.069
C 0.36 -5.82 -0.34 0.013
C -0.15 -4.52 0.14 -0.645
O -0.58 -4.34 1.27 0.036
O -0.11 -3.59 -0.79 -0.155
H 0.04 -6.58 0.29 0.064
H 1.45 -5.72 -0.41 0.098
H -0.01 -6.01 -1.34 0.091
O -2.79 0.09 2.07 0.072
C -3.24 -0.36 1.05 -0.484
C -4.72 -0.44 0.58 -0.076
C -4.70 -1.45 -0.56 -0.068
C -3.19 -1.59 -0.84 -0.520
O -2.69 -2.28 -1.73 0.006
N -2.44 -0.93 0.05 0.042
H -4.97 0.56 0.21 0.099
H -5.38 -0.68 1.42 0.124
H -5.24 -1.16 -1.45 0.118
H -5.02 -2.46 -0.23 0.137



No. 3
63
Properties=species:S:1:pos:R:3:lowdin_charge:R:1 method="wB97M-V/def2-TZVPD" fmax_ev_per_a=4.06 smiles="COC(=O)CC=O.c1cc[nH]c1.c1cc[nH]c1.c1cc[nH]c1.c1cc[nH]c1.c1cc[nH]c1" e_lumo_ev=0.27 charge=0 e_above_lowest_kj_mol=480.8 homo_lumo_gap_ha=0.3031 spin_multiplicity=1
C 3.94 -1.11 2.65 -0.040
O 3.07 -0.30 1.85 -0.034
C 2.21 0.49 2.54 -0.525
O 2.26 1.64 2.42 0.168
C 1.15 -0.20 3.36 -0.028
C -0.07 -0.56 2.54 -0.244
O -0.54 -1.63 2.63 0.094
H 4.91 -0.64 2.72 0.096
H 3.59 -1.26 3.67 0.087
H 4.01 -2.08 2.19 0.095
H 0.90 0.41 4.22 0.141
H 1.53 -1.14 3.74 0.111
H -0.53 0.17 1.86 0.125
C -4.40 -1.82 -1.02 -0.106
C -3.44 -0.81 -1.34 -0.111
C -2.54 -0.76 -0.31 -0.147
N -2.91 -1.69 0.62 0.017
C -4.04 -2.34 0.20 -0.138
H -5.24 -2.12 -1.61 0.091
H -3.42 -0.20 -2.23 0.086
H -1.67 -0.15 -0.16 0.084
H -2.43 -1.86 1.48 0.113
H -4.49 -3.11 0.79 0.090
C 0.58 2.84 -2.69 -0.116
C -0.31 3.15 -3.75 -0.107
C -1.58 2.85 -3.32 -0.140
N -1.48 2.37 -2.05 0.005
C -0.17 2.37 -1.65 -0.148
H 1.65 2.96 -2.69 0.089
H -0.05 3.54 -4.72 0.090
H -2.53 2.94 -3.81 0.105
H -2.26 2.07 -1.48 0.127
H 0.11 2.03 -0.67 0.096
C 3.79 0.25 -2.17 -0.112
C 2.97 -0.08 -3.29 -0.116
C 3.81 -0.33 -4.35 -0.142
N 5.10 -0.16 -3.91 -0.003
C 5.09 0.19 -2.59 -0.144
H 3.46 0.50 -1.18 0.083
H 1.90 -0.13 -3.32 0.088
H 3.60 -0.61 -5.37 0.104
H 5.92 -0.28 -4.48 0.141
H 6.01 0.36 -2.06 0.104
C -8.44 -6.24 -0.10 -0.114
C -7.20 -6.73 0.38 -0.113
C -6.49 -5.65 0.84 -0.149
N -7.26 -4.54 0.66 0.001
C -8.45 -4.89 0.09 -0.143
H -9.24 -6.82 -0.54 0.089
H -6.86 -7.75 0.38 0.089
H -5.51 -5.59 1.28 0.100
H -6.99 -3.60 0.91 0.133
H -9.20 -4.15 -0.13 0.104
C 5.09 4.39 3.28 -0.114
C 5.72 5.59 2.83 -0.121
C 5.11 5.97 1.68 -0.149
N 4.13 5.06 1.40 0.005
C 4.10 4.09 2.37 -0.131
H 5.32 3.82 4.16 0.084
H 6.54 6.10 3.31 0.086
H 5.28 6.81 1.03 0.102
H 3.52 5.09 0.60 0.143
H 3.39 3.28 2.33 0.071



No. 4
61
Properties=species:S:1:pos:R:3:lowdin_charge:R:1 method="wB97M-V/def2-TZVPD" fmax_ev_per_a=18.37 e_lumo_ev=0.53 charge=0 e_above_lowest_kj_mol=2183.7 homo_lumo_gap_ha=0.3076 spin_multiplicity=1
C -1.18 3.83 2.85 0.054
C -1.20 3.51 1.26 -0.070
H -2.23 3.33 0.95 0.133
H -0.65 4.31 0.77 0.134
O -0.44 2.40 1.02 0.059
C 0.68 2.31 0.94 -0.617
O 1.28 3.34 1.06 0.113
C 1.34 0.77 0.61 -0.493
C 2.48 0.89 -0.36 -0.057
C 1.88 1.38 -1.84 0.009
N 0.81 0.29 -2.24 -0.225
C -0.16 0.26 -1.30 -0.318
C 0.26 0.06 -0.06 -0.224
H -0.81 -0.18 0.63 0.208
H 0.65 -1.12 -0.05 0.192
H -1.10 -0.28 -1.75 0.172
H -0.77 1.50 -1.40 0.204
C 1.28 -0.74 -2.77 -0.290
C 0.34 -1.63 -3.75 -0.147
C -0.15 -2.85 -3.43 -0.139
C -0.89 -3.43 -4.24 -0.054
C -1.77 -2.76 -5.12 -0.244
C -1.36 -1.46 -5.43 -0.176
C -0.50 -0.78 -4.57 0.023
H 0.16 0.07 -4.77 0.121
O -1.99 -0.77 -6.55 -0.152
C -1.68 0.81 -6.76 0.106
H -1.92 1.07 -5.85 0.028
H -0.76 0.84 -6.94 0.003
H -2.43 0.96 -7.57 0.121
O -2.52 -3.42 -6.06 0.039
H -2.74 -2.63 -6.67 0.139
H -1.28 -4.51 -4.17 0.159
H 0.50 -3.28 -2.71 0.107
H 2.24 -0.54 -3.40 0.151
H 1.58 -1.69 -2.00 0.148
H 2.86 1.35 -2.54 0.154
H 1.17 2.36 -1.68 0.159
H 3.08 1.62 -0.02 0.077
H 2.79 -0.14 -0.33 0.117
C 1.61 0.33 1.85 -0.135
C 0.55 0.29 3.26 -0.111
O 1.36 -0.34 4.25 0.006
C 0.70 -0.29 5.38 -0.278
C -0.46 0.07 5.70 -0.162
C -1.11 0.05 6.68 -0.150
C -0.50 -0.55 7.77 -0.056
C 0.74 -1.09 7.48 -0.148
C 1.45 -1.23 6.36 0.073
H 2.28 -1.59 6.32 0.018
H 1.33 -1.80 8.40 0.171
H -0.88 -0.79 8.82 0.128
H -2.02 0.36 6.84 0.075
H -1.17 0.73 4.74 0.213
H 0.48 1.41 3.26 0.117
H -0.40 -0.23 2.80 0.151
H 2.14 -0.75 1.78 0.162
H 2.62 0.82 2.29 0.175
H -1.62 4.68 3.09 0.052
H -0.35 3.95 3.07 -0.048
H -1.48 3.09 3.39 0.025



No. 5
94
Properties=species:S:1:pos:R:3:lowdin_charge:R:1 method="wB97M-V/def2-TZVPD" fmax_ev_per_a=11.64 e_lumo_ev=-2.39 charge=0 homo_lumo_gap_ha=0.0974 spin_multiplicity=1
C 0.33 3.17 -1.19 -0.367
C -0.93 3.65 -0.39 -0.336
C -1.03 5.15 -0.59 -0.095
N -2.39 5.70 -0.62 -0.087
C -3.04 5.83 0.68 -0.022
C -3.20 5.10 -1.57 -0.640
O -3.92 4.15 -1.41 0.093
O -3.02 5.71 -2.78 -0.434
Cl -4.01 5.13 -4.00 0.753
O -0.81 3.28 0.98 -0.087
C -1.56 2.12 1.31 -0.144
C -1.30 1.57 2.69 -0.180
C -1.59 2.19 3.90 -0.014
C -1.35 1.51 5.09 -0.071
C -0.82 0.26 5.04 -0.092
C -0.51 -0.35 3.87 -0.083
C -0.76 0.32 2.71 -0.073
H 1.25 3.39 -0.63 0.107
H 0.26 2.09 -1.43 -0.266
H 0.30 3.68 -2.16 0.037
H -1.76 3.09 -0.80 0.136
H -0.55 5.45 -1.52 0.125
H -0.49 5.65 0.19 0.141
H -3.48 6.82 0.75 0.096
H -3.83 5.12 0.84 0.095
H -2.30 5.77 1.45 0.067
H -1.27 1.33 0.63 0.113
H -2.62 2.33 1.20 0.138
H -2.01 3.17 3.89 0.092
H -1.58 1.99 6.02 0.100
H -0.66 -0.28 5.96 0.108
H -0.08 -1.33 3.86 0.099
H -0.53 -0.18 1.79 0.056
Cs 1.33 1.52 -2.67 1.468
C 1.46 -4.34 -4.24 -0.724
O 1.43 -3.24 -3.68 -0.199
N 0.58 -5.34 -3.95 0.184
N 2.37 -4.64 -5.21 0.024
H 0.60 -6.23 -4.41 0.104
H -0.10 -5.17 -3.24 0.048
H 3.02 -3.93 -5.45 -0.132
H 2.41 -5.53 -5.69 0.080
C -1.06 -3.45 0.55 -1.000
Cl -1.26 -4.04 -1.10 0.551
Cl 0.43 -2.52 0.77 0.563
H -1.90 -2.80 0.78 0.027
H -1.04 -4.29 1.23 0.029
B 1.11 -9.56 -6.66 -0.852
O 2.04 -10.23 -5.77 0.227
C 3.09 -9.42 -5.54 -0.368
O 4.02 -9.67 -4.85 0.184
C 2.84 -8.12 -6.33 -0.361
O 3.55 -7.17 -6.37 0.164
O 1.67 -8.25 -6.97 0.240
O 0.87 -10.38 -7.90 0.260
C -0.40 -10.68 -7.96 -0.443
O -0.93 -11.36 -8.81 0.144
C -1.11 -10.07 -6.75 -0.435
O -2.29 -10.20 -6.51 0.159
O -0.24 -9.44 -6.01 0.251
Na -1.13 -12.82 -6.65 0.862
O 5.28 -0.60 -5.32 -0.621
S 5.54 0.73 -4.67 0.174
O 5.93 0.50 -3.26 -0.458
O 4.20 1.45 -4.69 -0.576
O 6.56 1.48 -5.41 -0.418
C 2.02 -10.03 -1.70 -0.151
O 1.67 -11.17 -2.48 -0.134
H 1.12 -9.46 -1.51 0.075
H 2.46 -10.33 -0.74 0.078
H 2.74 -9.40 -2.23 0.071
H 2.47 -11.67 -2.64 0.073
C -0.19 6.37 6.48 -0.042
C -1.45 5.75 5.86 -0.434
C -1.81 6.09 4.43 -0.313
F -1.96 7.41 4.22 0.103
F -2.99 5.48 4.15 0.084
F -2.51 5.99 6.67 0.137
F -1.25 4.40 5.87 0.094
O -0.32 7.55 7.25 0.051
C -0.38 8.80 6.69 -0.543
C -1.75 9.46 6.86 -0.285
F -2.75 8.66 6.44 0.101
F -1.78 10.59 6.12 0.101
F 0.01 8.78 5.40 0.148
F 0.50 9.57 7.36 0.143
H 0.16 5.63 7.20 0.123
H 0.61 6.46 5.75 0.152
H -1.04 5.70 3.74 0.171
H -1.92 9.70 7.91 0.175
O 1.84 5.55 8.86 -0.046
H 1.88 6.41 9.29 0.044
H 2.37 4.97 9.41 0.042
Cs 2.63 -2.01 -5.67 1.459



No. 6
78
Properties=species:S:1:pos:R:3:lowdin_charge:R:1 method="wB97M-V/def2-TZVPD" fmax_ev_per_a=0.63 e_lumo_ev=2.15 charge=-1 e_above_lowest_kj_mol=0.0 homo_lumo_gap_ha=0.2775 spin_multiplicity=1
Ti 0.91 1.01 0.48 0.823
N 0.36 4.75 2.01 0.176
C 0.07 4.51 0.54 -0.485
C -0.31 5.81 -0.14 -0.081
P 1.53 3.71 -0.29 0.366
O 2.23 3.14 1.08 -0.176
O 2.34 4.69 -1.02 -0.265
O 0.98 2.45 -0.95 -0.385
P -1.35 3.33 0.71 0.329
O -1.85 3.01 -0.77 -0.108
O -2.37 4.05 1.50 -0.284
O -0.64 2.13 1.30 -0.393
H 1.04 5.50 2.14 0.167
H 0.71 3.89 2.47 0.108
H -0.54 4.99 2.45 0.148
H 0.48 6.56 -0.03 0.081
H -1.25 6.19 0.27 0.082
H -0.44 5.63 -1.20 0.092
H 3.01 2.58 0.96 0.086
H -2.75 3.33 -0.89 0.090
F 1.08 0.53 2.47 -0.041
B 1.62 1.34 3.63 -1.190
F 1.38 0.61 4.75 0.175
F 2.96 1.57 3.37 0.132
F 0.91 2.56 3.65 0.102
Cl 4.85 -0.10 1.55 0.729
C 4.66 -0.52 -0.12 -0.624
C 5.71 -1.13 -0.79 -0.134
C 5.58 -1.45 -2.13 -0.111
C 4.41 -1.14 -2.80 -0.129
C 3.37 -0.52 -2.12 -0.585
Cl 1.93 -0.12 -2.99 0.749
C 3.44 -0.21 -0.74 -0.445
N 2.38 0.31 -0.07 -0.141
H 6.62 -1.34 -0.25 0.099
H 6.39 -1.93 -2.66 0.097
H 4.28 -1.36 -3.85 0.099
Cl 2.34 -2.96 0.97 0.619
C 2.94 -3.69 -0.50 -1.004
Cl 2.65 -5.45 -0.56 0.493
H 4.01 -3.53 -0.57 0.016
H 2.42 -3.25 -1.34 -0.010
C -1.39 -0.58 -3.74 -0.285
Ge -1.31 -1.89 -2.25 0.666
C 0.05 -3.22 -2.77 -0.262
C -3.02 -2.88 -2.31 -0.251
Ge -0.99 -0.77 -0.09 0.864
C -1.05 -2.25 1.23 -0.374
C -0.87 -1.99 2.59 -0.133
C -0.86 -3.02 3.53 -0.089
C -1.02 -4.34 3.13 -0.107
C -1.19 -4.62 1.78 -0.101
C -1.20 -3.59 0.85 -0.146
C -2.80 0.05 0.14 -0.358
C -3.60 0.38 -0.95 -0.156
C -4.83 1.01 -0.80 -0.108
C -5.30 1.31 0.48 -0.109
C -4.52 0.99 1.58 -0.091
C -3.29 0.37 1.41 -0.117
H -0.79 -0.94 -4.58 0.007
H -1.01 0.40 -3.45 -0.001
H -2.42 -0.47 -4.09 0.007
H -0.27 -3.68 -3.71 0.020
H 0.17 -4.00 -2.02 -0.004
H 1.01 -2.74 -2.95 -0.031
H -3.35 -2.95 -3.35 0.011
H -3.79 -2.39 -1.73 0.006
H -2.89 -3.90 -1.92 0.006
H -0.71 -0.98 2.94 0.084
H -0.71 -2.78 4.58 0.100
H -0.99 -5.14 3.86 0.093
H -1.30 -5.64 1.45 0.096
H -1.33 -3.84 -0.19 0.053
H -3.25 0.17 -1.96 0.065
H -5.43 1.25 -1.67 0.094
H -6.25 1.80 0.61 0.092
H -4.86 1.24 2.57 0.100
H -2.69 0.15 2.29 0.094



No. 7
67
Properties=species:S:1:pos:R:3:lowdin_charge:R:1 method="wB97M-V/def2-TZVPD" fmax_ev_per_a=1.66 e_lumo_ev=4.38 charge=-2 e_above_lowest_kj_mol=58.7 homo_lumo_gap_ha=0.1439 spin_multiplicity=1
Pd 0.85 1.56 -0.21 0.061
C -3.69 -4.51 2.90 -0.060
C -3.89 -3.83 1.54 -0.567
C -3.43 -4.82 0.46 -0.079
C -5.38 -3.53 1.30 -0.059
C -3.09 -2.54 1.50 -0.223
C -2.11 -2.27 0.55 -0.122
C -1.40 -1.09 0.59 -0.506
Br -0.04 -0.81 -0.78 0.797
C -1.59 -0.06 1.57 -0.437
O -0.89 0.98 1.61 -0.173
C -2.65 -0.35 2.51 -0.103
C -3.34 -1.55 2.44 -0.040
C -3.10 0.62 3.60 -0.539
C -2.93 -0.03 4.98 -0.061
C -2.34 1.94 3.62 -0.079
C -4.59 0.97 3.37 -0.062
H -4.23 -5.46 2.96 0.069
H -4.04 -3.87 3.71 0.067
H -2.63 -4.70 3.06 0.086
H -4.00 -5.75 0.54 0.072
H -2.37 -5.05 0.58 0.083
H -3.59 -4.41 -0.53 0.080
H -5.97 -4.45 1.30 0.069
H -5.49 -3.04 0.34 0.084
H -5.77 -2.87 2.07 0.069
H -1.87 -2.97 -0.23 0.077
H -4.12 -1.74 3.17 0.089
H -1.89 -0.30 5.13 0.086
H -3.53 -0.93 5.09 0.062
H -3.23 0.67 5.77 0.069
H -1.28 1.77 3.81 0.080
H -2.74 2.58 4.41 0.072
H -2.42 2.45 2.67 0.083
H -5.22 0.09 3.42 0.062
H -4.70 1.41 2.38 0.087
H -4.93 1.69 4.12 0.069
N 6.09 0.67 -7.48 0.057
C 5.46 0.59 -6.22 -0.349
C 4.07 0.68 -6.12 -0.048
C 3.46 0.51 -4.90 -0.067
C 4.21 0.25 -3.77 -0.288
C 5.59 0.18 -3.85 -0.069
C 6.21 0.35 -5.08 -0.054
S 3.28 -0.03 -2.24 0.544
O 2.48 -1.18 -2.57 -0.389
O 4.23 -0.21 -1.17 -0.339
N 2.35 1.27 -2.08 -0.140
C 3.01 2.37 -1.77 -0.523
N 2.31 3.35 -1.15 0.069
C 3.01 4.35 -0.65 -0.183
C 4.40 4.43 -0.76 -0.104
C 4.99 3.47 -1.56 -0.175
N 4.31 2.48 -2.11 0.101
H 5.53 1.16 -8.16 0.070
H 7.03 1.03 -7.43 0.069
H 3.49 0.88 -7.02 0.098
H 2.39 0.58 -4.79 0.113
H 6.15 0.00 -2.95 0.107
H 7.29 0.30 -5.16 0.096
H 2.45 5.13 -0.15 0.093
H 4.97 5.21 -0.27 0.069
H 6.05 3.50 -1.80 0.094
N 0.71 3.48 1.65 -0.025
H 0.52 3.65 0.65 -0.033
H 1.61 2.98 1.67 -0.014
H 0.01 2.77 1.93 -0.040